Molecular formula: CH4ClN2
Method: DFT, ωB97M-V/def2-TZVPD

multiplicity: 1
E_HOMO: -16.534 eV
calculated total energy: -16597.133 eV
energy relative to the best compared isomer or geometry (same formula, charge and spin): 24.0 kcal per mole
SMILES string: NC(=[NH2+])Cl
HOMO-LUMO gap: 11.691 eV
total charge: +1

Last column: Löwdin charge in e.
Positions of all 8 atoms, in Å:
N 0.87 0.00 0.91  0.150
C -0.35 0.21 0.19  -0.720
N -0.43 -0.23 -1.03  0.152
Cl -1.52 1.19 0.99  0.835
H 1.47 -0.50 0.37  0.062
H 0.79 -0.06 1.96  0.156
H 0.29 -0.72 -1.57  0.155
H -1.11 0.11 -1.82  0.209

---

Molecular formula: C2H5N3S2
Method: DFT, ωB97M-V/def2-TZVPD

multiplicity: 1
E_HOMO (spin up / spin down): -8.684 / -7.816 eV
calculated total energy: -28291.631 eV
energy relative to the best compared isomer or geometry (same formula, charge and spin): 116.1 kcal per mole
HOMO-LUMO gap (spin up / spin down): 8.433 / 6.782 eV
total charge: 0

Last column: Löwdin charge in e.
Positions of all 12 atoms, in Å:
C 1.15 -0.77 0.09  -0.667
C -0.17 -0.68 -0.44  -0.349
N 1.76 -1.77 0.54  0.122
N -2.67 -0.13 0.17  -0.415
N 0.59 1.90 -0.47  -0.442
S 1.84 1.02 0.16  0.812
S -1.34 0.50 0.68  0.836
H -0.22 -0.17 -1.33  0.032
H -0.84 -1.51 -0.46  0.070
H 2.66 -1.71 0.98  0.051
H -3.47 0.46 0.24  -0.037
H 0.70 2.87 -0.15  -0.014

---

Molecular formula: C17H15BCoF8I2NO3S
Method: DFT, ωB97M-V/def2-TZVPD

multiplicity: 5
E_HOMO (spin up / spin down): -7.637 / -7.700 eV
calculated total energy: -112588.145 eV
HOMO-LUMO gap (spin up / spin down): 7.482 / 6.543 eV
total charge: 0
<S²>: 6.01

Last column: Löwdin charge in e.
Positions of all 49 atoms, in Å:
Co -0.86 0.63 -0.76  0.797
I -0.76 5.78 -0.84  0.925
C 0.79 4.40 -0.98  -0.645
C 2.12 4.84 -1.05  -0.219
C 3.16 3.95 -1.14  -0.672
I 5.12 4.70 -1.19  0.905
C 2.90 2.56 -1.17  -0.205
C 3.87 1.54 -1.27  -0.027
C 3.48 0.23 -1.30  -0.031
C 2.12 -0.09 -1.25  -0.092
N 1.20 0.84 -1.16  0.062
C 1.56 2.15 -1.11  -0.140
C 0.46 3.06 -0.98  -0.428
O -0.75 2.58 -0.86  -0.188
H 2.33 5.90 -1.03  0.078
H 4.92 1.80 -1.31  0.067
H 4.21 -0.57 -1.37  0.108
H 1.77 -1.11 -1.29  0.100
C -2.44 0.46 2.92  0.034
C -1.08 0.27 2.26  -0.417
O -1.21 0.03 0.92  -0.199
C -0.41 -0.99 2.87  -0.559
F -1.08 -2.09 2.47  0.140
F -0.40 -1.01 4.20  0.164
F 0.86 -1.15 2.45  0.162
C -0.21 1.52 2.51  -0.565
F 0.91 1.50 1.78  0.165
F -0.88 2.62 2.18  0.169
F 0.14 1.63 3.80  0.168
H -3.05 -0.42 2.74  0.101
H -2.93 1.32 2.47  0.102
H -2.35 0.61 4.00  0.101
F -3.79 1.59 -1.17  0.200
B -2.93 0.63 -1.43  -0.490
F -3.47 -0.51 -1.90  0.129
O -0.57 -1.16 -1.88  -0.593
S -1.35 -2.44 -2.17  1.029
C -0.11 -3.74 -2.02  -0.311
C -0.07 -4.14 -0.54  -0.222
C -1.53 -4.19 -0.11  -0.221
C -2.15 -2.88 -0.59  -0.293
H 0.81 -3.32 -2.41  0.092
H -0.44 -4.57 -2.66  0.095
H 0.47 -3.38 0.03  0.114
H 0.44 -5.10 -0.40  0.117
H -1.65 -4.29 0.97  0.113
H -2.03 -5.04 -0.58  0.115
H -1.90 -2.04 0.06  0.069
H -3.22 -2.90 -0.75  0.096

---

Molecular formula: CH3OS2
Method: DFT, ωB97M-V/def2-TZVPD

multiplicity: 1
E_HOMO (spin up / spin down): -3.809 / -2.072 eV
calculated total energy: -24802.160 eV
energy relative to the best compared isomer or geometry (same formula, charge and spin): 43.2 kcal per mole
HOMO-LUMO gap (spin up / spin down): 7.603 / 4.886 eV
total charge: -1

Last column: Löwdin charge in e.
Positions of all 7 atoms, in Å:
C -1.66 1.21 -0.12  0.113
O 2.77 -1.33 -1.03  -0.798
S 2.23 -1.65 1.85  -0.228
S 1.68 -1.33 -0.01  0.044
H -1.57 0.22 0.21  -0.038
H -0.84 1.44 -0.77  -0.008
H -2.61 1.44 -0.14  -0.085

---

Number 1: strongest force on any atom 7.09 eV Å⁻¹. Number 2: strongest force on any atom 3.70 eV Å⁻¹. Number 3: strongest force on any atom 0.30 eV Å⁻¹. Number 4: strongest force on any atom 4.92 eV Å⁻¹.